ORCA calculation (ωB97M-V with the def2-TZVPD basis set) on a structure of composition C24H27ClIO2OsPSb.

## Properties
<S²>: 6.068
Total charge: +3
2S+1: 5
Max |F|: 0.1012 hartree/bohr
Energy relative to the best compared isomer or geometry (same formula, charge and spin): 0.0000 eV
Gap between HOMO and LUMO (spin up / spin down): 7.55 / 3.57 eV
Total energy: -2510.19957 Ha

XYZ file:
```
58
Properties=species:S:1:pos:R:3:forces:R:3
C -1.718416 1.547032 -1.639862 -0.62 0.92 -1.23
C -1.573967 0.100494 -1.250856 -1.46 -0.22 -0.38
H -2.636015 1.644211 -2.253490 0.41 0.01 0.22
H -0.850457 1.863021 -2.254646 -0.51 -0.08 0.33
H -1.796201 2.239583 -0.785266 0.12 -0.37 -0.24
O -2.335415 -0.779145 -1.597452 1.77 1.54 0.76
I 1.384708 -2.148055 1.539250 1.20 0.67 0.96
Os 0.115814 0.281503 -0.047037 0.61 -1.37 -0.39
P 1.388712 -0.807857 -1.695218 1.91 -1.35 -1.67
C 1.283417 -2.627561 -1.956270 -0.39 0.29 0.54
C 0.944713 -0.139280 -3.333125 -0.25 0.27 0.43
H 3.361805 0.553018 -1.386489 0.14 -0.34 -0.11
H 3.663462 -0.839274 -2.497615 -0.17 0.07 0.30
H 3.594680 -1.093526 -0.712179 -0.07 0.17 -0.26
C 3.192236 -0.517799 -1.556458 -0.37 0.24 0.32
H 1.058227 0.945851 -3.306039 0.03 -0.03 -0.18
H 1.598383 -0.564633 -4.100624 -0.05 0.00 0.19
H 1.905585 -2.930791 -2.808104 -0.11 0.33 0.16
H 0.243924 -2.901802 -2.147811 0.06 -0.08 -0.08
H -0.092935 -0.398043 -3.545152 0.01 0.01 -0.17
H 1.624056 -3.147294 -1.052426 -0.06 0.08 -0.41
C -0.625634 -1.469059 0.228707 -2.55 -4.50 0.56
O -1.249325 -2.469525 0.275341 1.22 3.54 -0.62
Cl 1.449901 2.179428 -0.293547 -0.55 -0.06 0.16
C 0.949538 1.205889 6.879475 -0.12 -0.44 -0.17
C 0.971744 -0.029793 6.206769 -0.22 0.77 -0.25
C 0.440500 -0.116777 4.912446 0.24 -0.91 0.07
C -0.164593 0.989331 4.330249 0.19 0.38 -0.84
C -0.171708 2.223366 4.984767 -0.09 0.27 -0.03
C 0.372381 2.323322 6.270046 0.11 -0.13 -0.18
Sb -0.930346 0.857264 2.280771 -0.30 -0.06 1.93
C -2.697932 -0.412736 2.670440 0.20 1.11 -1.20
C -3.615330 -0.690640 1.659561 1.87 1.21 0.53
C -4.634691 -1.634871 1.874027 -0.90 -0.81 0.40
C -4.738343 -2.286825 3.112645 0.24 -0.09 0.85
C -3.855874 -1.955810 4.143964 -1.86 -1.41 -0.41
C -2.855177 -0.990369 3.938867 0.52 0.42 -0.39
C -1.546310 2.910287 1.893066 -2.46 -1.85 0.53
C -2.891416 3.226508 1.737551 0.85 -1.06 0.21
C -3.253677 4.558232 1.501020 -0.95 -0.23 -0.10
C -2.267665 5.556454 1.415850 1.96 0.88 0.04
C -0.922302 5.217509 1.567918 -0.58 1.20 -0.19
C -0.554701 3.892967 1.816617 0.77 0.85 -0.26
H 1.392689 1.285024 7.877103 -0.21 0.01 -0.40
H 1.421945 -0.903136 6.665483 -0.02 0.11 -0.06
H 0.540461 -1.062986 4.355796 -0.12 0.48 0.37
H -0.567321 3.120778 4.492914 0.03 -0.34 0.34
H 0.376738 3.284197 6.782187 -0.03 -0.22 -0.13
H -3.547262 -0.186333 0.696218 -0.02 -0.24 0.11
H -5.328783 -1.846173 1.065552 0.01 -0.11 0.12
H -5.518345 -3.035454 3.255679 0.25 0.21 0.05
H -3.951552 -2.447139 5.115088 0.05 0.16 -0.28
H -2.210935 -0.711129 4.763983 0.07 0.06 0.03
H -3.666714 2.453486 1.815721 0.32 0.43 -0.02
H -4.305100 4.823939 1.379298 0.23 -0.03 0.06
H -2.550677 6.596689 1.238513 0.06 -0.34 0.03
H -0.137298 5.974208 1.504646 -0.35 -0.14 -0.01
H 0.492532 3.626813 1.933224 -0.05 0.12 0.04
```
Positions in Å, forces in eV/Å.

=====

ORCA calculation (ωB97M-V with the def2-TZVPD basis set) on a structure of composition C24H27ClIO2P2V.

## Properties
<S²>: 2.071
Total charge: +2
2S+1: 3
Max |F|: 0.1771 hartree/bohr
Gap between HOMO and LUMO (spin up / spin down): 4.96 / 5.59 eV
Total energy: -3465.25092 Ha

XYZ file:
```
58
Properties=species:S:1:pos:R:3:forces:R:3
C -3.804047 2.237299 -6.985402 -0.25 -0.17 -0.14
C -3.602939 1.111062 -6.017545 -1.73 -2.06 -0.26
H -4.640877 1.992358 -7.654696 0.28 0.05 0.25
H -2.884125 2.377033 -7.560582 -0.13 0.07 0.11
H -4.021448 3.151974 -6.425004 0.11 -0.10 -0.11
O -4.226584 0.088130 -5.908911 1.35 2.13 -0.19
I -1.946708 1.471063 -4.664026 0.27 0.05 0.25
V 0.722407 -0.172459 -0.866612 0.48 5.27 -1.46
P 1.648469 -1.489826 -2.595795 0.73 -1.58 -1.24
C 1.810369 -3.299849 -2.513118 -0.02 -0.04 0.40
C 1.006568 -1.200700 -4.268042 -0.36 0.44 0.06
H 3.286943 0.284159 -2.607681 0.12 -0.19 -0.10
H 3.926693 -1.247734 -3.299913 0.05 0.15 0.08
H 3.772614 -1.043240 -1.524717 0.01 -0.01 -0.28
C 3.326239 -0.807279 -2.498967 0.02 0.15 0.08
H 0.810969 -0.131546 -4.419570 0.07 -0.27 -0.06
H 1.720905 -1.564339 -5.018177 -0.04 0.04 0.28
H 2.516925 -3.660382 -3.273780 -0.20 0.19 0.17
H 0.828448 -3.765188 -2.681423 0.28 0.14 0.03
H 0.055775 -1.736922 -4.391287 0.22 0.14 0.07
H 2.171357 -3.593960 -1.518370 -0.06 -0.04 -0.25
C -0.333597 -1.689915 -0.687993 -4.54 -7.72 1.68
O -0.875746 -2.723381 -0.491457 2.62 5.26 -1.21
Cl 0.139694 1.655454 -1.920355 0.38 -0.89 0.63
C -0.207685 4.271710 3.868404 -0.06 -0.41 0.00
C 0.733507 4.137197 2.840874 0.06 0.06 -0.09
C 0.705773 3.027588 1.998103 -0.24 -0.10 0.30
C -0.248299 2.014706 2.218461 0.13 1.05 -0.48
C -1.234240 2.185504 3.204216 0.07 -0.24 -0.08
C -1.199906 3.299630 4.043352 0.33 0.09 -0.21
P -0.067426 0.455296 1.318856 -0.62 -0.85 2.35
C 1.462004 -0.238568 2.034609 -0.34 0.34 -0.21
C 2.337186 -0.826294 1.110545 0.06 0.01 1.09
C 3.567639 -1.308308 1.560742 0.11 -0.12 -0.50
C 3.944185 -1.143983 2.897460 -0.21 0.00 -0.23
C 3.081887 -0.527641 3.807781 -0.44 0.03 -0.30
C 1.823757 -0.082249 3.380322 0.43 -0.20 -0.17
C -1.478876 -0.530414 1.906900 -0.06 -0.20 -0.46
C -1.360355 -1.539735 2.864124 -0.17 0.00 -0.03
C -2.500921 -2.243937 3.267563 0.06 0.13 -0.16
C -3.740535 -1.951802 2.690762 0.22 0.01 0.09
C -3.844784 -0.962379 1.709690 -0.04 0.08 -0.05
C -2.718875 -0.250215 1.309608 0.16 -0.22 0.20
H -0.157429 5.121069 4.549540 -0.03 -0.18 -0.25
H 1.500348 4.905126 2.706644 -0.31 -0.28 -0.01
H 1.420631 2.930697 1.179701 -0.04 0.08 0.26
H -2.014503 1.437288 3.326545 0.19 0.16 0.08
H -1.933361 3.393025 4.844268 0.16 0.02 -0.28
H 2.082902 -0.974563 0.028520 0.88 -0.54 0.76
H 4.231266 -1.815952 0.861230 -0.02 0.15 0.24
H 4.918921 -1.507648 3.218289 -0.24 0.09 -0.06
H 3.370676 -0.393526 4.847970 0.00 -0.07 -0.23
H 1.137742 0.393778 4.086457 0.22 -0.10 -0.31
H -0.383867 -1.776680 3.281302 -0.23 0.00 0.04
H -2.413674 -3.021931 4.027834 -0.05 0.24 -0.25
H -4.628647 -2.500349 3.007196 0.26 0.16 -0.11
H -4.808385 -0.739110 1.253485 0.22 -0.09 0.13
H -2.784967 0.520875 0.542062 -0.14 -0.10 0.13
```
Positions in Å, forces in eV/Å.

=====

ORCA calculation (ωB97M-V with the def2-TZVPD basis set) on a cluster of 4 separate species, C24H27F24N2O5 in total.

## Properties
Total charge: +1
Max |F|: 0.0102 hartree/bohr
Gap between HOMO and LUMO: 9.26 eV
Total energy: -3812.96737 Ha

XYZ file:
```
82
Properties=species:S:1:pos:R:3:forces:R:3
C 4.098085 0.757159 0.516929 -0.02 0.03 0.06
C 3.726479 2.113494 -0.107557 0.15 -0.09 0.03
C 3.155352 3.066662 0.928430 0.07 -0.12 0.45
O 2.458137 4.184854 0.313788 0.25 -0.01 -0.43
C 1.292360 3.943387 -0.256479 0.12 0.25 -0.16
C 1.106157 4.416608 -1.595427 0.07 0.12 0.13
N -0.011180 4.287608 -2.243441 0.15 0.09 0.06
N -0.993202 3.674467 -1.604052 -0.26 -0.26 0.20
C -0.943292 3.195268 -0.356287 0.20 0.14 0.16
O -2.074754 2.683528 0.093228 0.02 0.07 -0.34
C -2.051529 1.285647 0.530501 -0.13 -0.38 0.30
C -1.539418 0.355300 -0.548597 0.13 0.10 -0.02
C 0.237289 3.333736 0.375361 -0.36 -0.38 -0.03
H 3.503701 0.545460 1.411014 0.00 0.01 -0.08
H 3.918628 -0.058057 -0.185139 0.12 0.07 0.02
H 5.147054 0.724579 0.813564 -0.08 -0.01 0.00
H 4.618051 2.564476 -0.547919 -0.14 0.03 -0.11
H 3.008173 1.969942 -0.921553 -0.06 0.02 0.12
H 3.938666 3.533495 1.525997 -0.10 -0.04 -0.05
H 2.478741 2.549432 1.616098 -0.01 0.05 -0.09
H 1.919930 4.914666 -2.110017 -0.07 -0.04 0.04
H -1.861824 3.558816 -2.126436 0.07 0.16 -0.10
H -3.092438 1.074715 0.774562 0.08 0.13 -0.08
H -1.476949 1.216711 1.457044 0.02 0.03 -0.08
H -1.885600 -0.657441 -0.338711 0.03 0.08 -0.05
H -0.447479 0.329536 -0.598696 -0.07 0.07 0.01
H -1.919717 0.653819 -1.530174 -0.07 -0.13 0.08
H 0.288090 2.993754 1.401787 -0.03 0.00 -0.10
C 9.361054 -1.717153 4.012694 0.27 -0.03 0.32
C 9.311029 -0.896427 2.718290 -0.04 -0.01 -0.06
C 8.364913 0.308276 2.686049 0.06 -0.03 -0.03
F 7.083698 -0.096894 2.830861 -0.07 0.08 -0.03
F 8.474575 0.919751 1.484717 -0.04 0.02 0.00
F 9.062809 -1.692418 1.661613 0.03 0.01 0.00
F 10.556952 -0.357992 2.566727 0.01 -0.01 0.00
O 8.597146 -2.905193 4.021578 -0.15 0.02 -0.44
C 7.306531 -2.940380 4.454118 0.02 -0.09 0.16
C 6.366143 -3.481774 3.365696 0.03 -0.02 0.03
F 6.406098 -2.688571 2.275596 -0.01 0.02 0.00
F 5.101432 -3.478525 3.844711 0.00 -0.01 -0.02
F 6.881578 -1.747964 4.911996 -0.02 0.00 0.01
F 7.233028 -3.816658 5.482081 -0.01 0.06 0.08
H 10.393802 -2.053723 4.085886 -0.01 -0.02 0.01
H 9.156130 -1.091520 4.881589 -0.08 0.05 -0.06
H 8.614078 1.025120 3.471719 -0.01 -0.02 0.02
H 6.655523 -4.497512 3.092845 -0.01 0.00 -0.01
C -2.876038 -5.161452 0.692322 0.07 -0.29 0.29
C -2.870914 -3.629362 0.661465 -0.01 0.03 -0.03
C -4.223322 -2.909235 0.617296 0.05 -0.02 -0.04
F -4.891222 -3.199227 -0.509578 0.00 0.05 0.00
F -3.976518 -1.568564 0.622510 -0.06 0.06 0.04
F -2.087724 -3.170347 -0.339854 0.01 0.00 0.03
F -2.308442 -3.224901 1.842876 0.01 -0.01 0.00
O -2.648919 -5.801800 -0.541578 0.08 0.38 -0.25
C -3.676156 -6.147156 -1.375536 0.01 -0.20 0.00
C -3.500019 -5.510029 -2.762293 0.02 -0.04 0.02
F -3.474362 -4.163753 -2.648618 -0.01 0.00 -0.01
F -4.548545 -5.854716 -3.534784 0.01 0.02 -0.01
F -4.877185 -5.848827 -0.852029 -0.03 -0.01 -0.01
F -3.630370 -7.483635 -1.560420 -0.07 -0.02 0.06
H -2.017346 -5.428552 1.306662 -0.01 -0.02 -0.01
H -3.768736 -5.535279 1.194310 -0.05 0.08 -0.05
H -4.832272 -3.160324 1.487969 -0.01 0.02 0.00
H -2.571059 -5.856439 -3.217944 0.00 0.01 -0.02
C -4.793486 2.591105 -2.159362 0.29 -0.09 0.34
C -4.656462 3.601674 -3.306375 -0.10 -0.04 -0.13
C -5.391898 4.941538 -3.168742 0.11 -0.01 -0.01
F -6.717469 4.732862 -3.133256 -0.02 0.03 -0.03
F -5.092361 5.699368 -4.241861 -0.05 0.02 0.01
F -4.936178 3.030797 -4.479641 0.04 0.01 0.01
F -3.305532 3.956026 -3.333663 -0.03 -0.06 0.12
O -5.704880 1.543691 -2.360420 -0.13 0.09 -0.44
C -7.014221 1.638070 -1.959274 0.01 -0.13 0.14
C -7.972738 1.436560 -3.142607 0.03 -0.02 0.04
F -7.740681 2.380549 -4.075231 -0.02 0.01 0.00
F -9.235539 1.567446 -2.692995 0.00 0.00 -0.03
F -7.257318 2.793621 -1.319373 -0.04 0.00 0.01
F -7.244896 0.631396 -1.089695 0.00 0.06 0.08
H -3.824772 2.092180 -2.110052 -0.02 0.00 0.01
H -4.949525 3.103362 -1.208318 -0.07 0.07 -0.06
H -5.076629 5.465933 -2.261841 -0.03 0.00 0.01
H -7.830295 0.445361 -3.576654 -0.02 0.00 -0.01
```
Positions in Å, forces in eV/Å.

=====

ORCA calculation (ωB97M-V with the def2-TZVPD basis set) on a structure of composition C24H27F3N4NiO3.

## Properties
<S²>: 2.004
2S+1: 3
Max |F|: 0.0900 hartree/bohr
Gap between HOMO and LUMO (spin up / spin down): 8.53 / 8.44 eV
Total energy: -3183.30792 Ha

XYZ file:
```
62
Properties=species:S:1:pos:R:3:forces:R:3
Ni 17.593419 20.848140 -4.161686 -0.02 0.70 0.22
C 14.988390 19.281352 -2.315830 3.81 0.15 -2.63
O 14.419065 18.582649 -3.409333 -1.08 0.52 0.59
O 16.110095 20.018830 -2.860103 -2.10 -0.39 2.00
C 13.867012 19.950351 -1.436283 1.85 0.54 -0.68
F 13.382453 21.136450 -1.782759 -0.73 0.64 -1.60
F 12.906716 19.086263 -1.311035 -1.82 -1.10 -0.06
F 14.293178 20.210995 -0.206528 1.30 -0.44 1.38
C 14.859166 17.302981 -3.809126 -2.25 -0.29 -1.12
C 13.874579 17.043153 -4.980392 1.12 0.32 -1.09
H 14.009603 17.846926 -5.704140 -0.05 0.25 0.00
H 14.130583 16.158131 -5.562887 -0.08 -0.39 0.29
H 12.813075 17.046697 -4.732822 0.24 -0.16 0.50
H 14.601647 16.471571 -3.152969 0.44 0.29 1.05
H 15.897314 17.223502 -4.131651 0.13 0.38 0.07
H 15.355701 18.495218 -1.656152 0.21 -0.03 0.68
O 18.791565 21.859984 -5.359175 0.86 0.25 -0.31
H 19.482241 22.548188 -5.297043 -0.76 -0.79 0.19
N 16.749044 22.844097 -3.628113 -2.42 2.71 1.76
C 15.431178 23.142202 -3.278110 0.96 0.38 -0.43
C 14.928611 24.431081 -2.942471 0.81 -1.61 0.40
C 15.807414 25.466292 -2.754151 1.35 -0.29 -1.05
C 17.166643 25.254266 -3.122670 -1.93 -0.93 0.80
C 17.551594 23.943758 -3.493708 -0.03 0.25 -0.73
H 14.703659 22.346617 -3.213555 0.41 -0.43 -0.35
H 13.892861 24.543732 -2.657976 -0.11 -0.19 -0.14
H 15.447609 26.416092 -2.386976 0.15 0.17 -0.05
H 17.789579 26.128711 -3.005692 0.71 -0.47 -0.24
H 18.571778 23.758512 -3.795917 0.09 0.00 0.09
N 19.049880 21.076741 -2.296977 0.98 -0.62 2.67
C 20.269160 21.652408 -2.442553 -0.41 -0.24 1.24
C 21.210400 21.787753 -1.394647 -0.98 -0.48 -0.81
C 20.927299 21.254215 -0.130094 1.19 1.46 -0.84
C 19.685375 20.754198 0.100689 -1.03 -1.36 -1.29
C 18.812069 20.600287 -0.993016 -0.01 1.45 -1.51
H 20.526721 22.060431 -3.408772 -0.25 -0.15 -0.22
H 22.104266 22.312043 -1.698818 0.32 -0.15 0.52
H 21.635491 21.315011 0.683025 0.20 0.06 -0.03
H 19.467277 20.309684 1.060501 -0.39 0.12 0.01
H 17.816862 20.209205 -0.841248 -0.11 -0.21 -0.23
N 18.932439 19.051500 -4.531853 0.71 -1.52 -0.73
C 18.945510 17.970968 -3.732608 0.72 0.18 2.04
C 19.883435 16.935979 -3.750672 -1.08 0.13 0.41
C 20.751653 16.843553 -4.788950 0.50 -0.56 -1.06
C 20.768249 17.855714 -5.705055 -1.70 1.19 0.18
C 19.847738 18.943993 -5.504811 1.45 -0.40 -1.18
H 18.348618 18.027102 -2.834298 -0.69 0.11 -0.19
H 19.933451 16.150485 -3.011154 -0.57 0.16 0.29
H 21.310786 15.935608 -4.960443 0.42 0.05 0.22
H 21.357090 17.746223 -6.603757 0.08 0.54 -0.02
H 19.957377 19.741569 -6.224717 -0.51 0.44 0.21
N 16.344612 20.758724 -6.128334 -1.36 -1.31 -0.83
C 14.977125 20.768915 -6.133356 -0.32 0.82 -2.64
C 14.200066 20.471509 -7.305790 1.95 0.00 1.93
C 14.869806 20.019822 -8.464116 -3.14 0.50 0.10
C 16.194612 19.977992 -8.507978 3.50 0.65 2.83
C 16.897676 20.341914 -7.283057 -0.38 -0.28 -0.38
H 14.445491 21.289436 -5.350521 0.29 -0.51 0.61
H 13.137936 20.616404 -7.174266 -0.09 -0.22 -0.50
H 14.317595 19.769134 -9.357767 -0.31 -0.03 -0.03
H 16.787153 19.693578 -9.364946 -0.12 -0.06 -0.03
H 17.973168 20.269476 -7.216268 0.13 0.18 -0.26
```
Positions in Å, forces in eV/Å.

=====

Among the records above, which one has the highest max |F|?
C24H27ClIO2P2V

=====

Number 1 is which compound?
C24H27ClIO2OsPSb

=====

The highest total energy belongs to which entry?
C24H27ClIO2OsPSb

=====

Which value of max |F| does entry 2 give?
0.1771 hartree/bohr